96
Properties=species:S:1:pos:R:3:mulliken_charge:R:1 method="wB97M-V/def2-TZVPD" energy_ev=-51817.8775 largest_force_ev_per_a=4.02 e_above_lowest_kcal_mol=79.4 charge=0 homo_lumo_gap_ev=5.59
O -0.232 -2.107 -0.619 -0.792
O -1.228 -4.489 3.839 -0.511
O 1.423 -1.064 0.463 -0.326
O 4.547 -1.490 -1.335 -0.625
O 6.170 -1.855 0.083 -0.770
O -2.941 -5.043 5.260 -0.707
O -0.536 -1.518 1.489 -0.272
O -3.330 -4.001 3.310 -0.751
O 4.061 -2.030 0.844 -0.545
N 2.170 0.394 -2.850 0.807
N 1.897 1.282 3.350 0.629
N -4.407 -0.366 -0.527 0.575
C 2.749 2.427 -4.237 -0.058
C 0.461 0.838 5.287 -0.722
C 1.416 1.862 4.661 -0.552
C 3.146 2.910 -5.630 -1.430
C 0.636 0.254 -2.955 -0.348
C 5.234 1.664 1.416 -1.365
C 2.611 1.222 -1.681 -0.834
C 0.301 -1.589 0.390 0.312
C -5.863 1.676 0.022 -0.064
C -5.384 -1.377 0.130 -0.567
C -5.021 -2.709 -0.503 -0.889
C 1.722 -1.851 -3.583 -1.019
C -3.357 0.008 0.476 -1.452
C 0.975 1.666 2.253 -0.660
C 0.350 -1.085 -3.611 -0.640
C 2.600 -1.042 -2.677 -0.095
C -2.587 -4.545 4.201 0.642
C 3.258 1.870 3.011 -1.261
C 2.787 0.899 -4.152 -0.988
C -3.671 -2.590 -1.172 -0.262
C -5.084 0.900 -1.010 -0.927
C 3.941 1.043 1.936 1.065
C 2.021 -0.186 3.670 -0.363
C 0.798 -0.487 4.529 -0.583
C -6.741 2.692 -0.700 -1.428
C -3.759 -1.130 -1.646 -0.810
C 4.950 -1.761 -0.159 0.514
H 6.022 0.926 1.266 0.342
H -2.926 -0.879 0.928 0.444
H 0.929 -1.307 5.229 0.597
H 4.199 0.078 2.383 0.359
H 3.877 1.858 3.909 0.434
H 0.930 2.817 4.473 0.405
H 2.224 0.434 -4.956 0.446
H -5.359 -1.260 1.209 0.364
H -7.381 3.218 0.014 0.393
H -7.388 2.312 -1.487 0.360
H -1.234 -2.093 1.146 -0.105
H 3.678 -1.123 -2.794 0.949
H 1.717 -2.829 -3.103 0.521
H -0.405 -1.712 -3.145 0.070
H 3.389 2.836 -3.460 0.282
H 0.128 -1.000 -4.675 0.636
H 2.087 -1.997 -4.600 0.239
H 5.636 2.341 2.175 0.447
H 2.837 3.939 -5.796 0.369
H -5.187 2.229 0.675 0.256
H 1.230 1.244 1.286 -0.149
H -5.779 -3.027 -1.223 0.340
H 3.691 1.332 -1.739 0.578
H 2.362 -1.300 -1.643 -0.607
H 0.338 1.141 -3.512 0.403
H -1.635 -4.149 3.003 0.338
H -6.434 0.959 0.611 0.408
H 2.926 -0.238 4.274 0.579
H 0.353 0.315 -1.904 0.089
H 3.138 2.920 2.741 0.361
H -2.824 -0.711 -2.012 0.372
H 2.466 0.571 -0.814 -0.371
H 4.205 2.798 -5.866 0.355
H -2.877 -2.728 -0.439 -0.076
H 3.213 -1.745 0.484 0.439
H 2.061 -0.843 2.803 0.076
H -3.515 -3.260 -2.011 0.557
H -5.731 0.514 -1.802 0.451
H 3.288 0.661 1.147 -0.472
H -6.159 3.543 -1.062 0.363
H 3.830 0.591 -4.118 0.354
H -5.028 -3.525 0.222 0.439
H 1.722 2.751 -4.044 0.350
H -3.703 0.693 1.243 0.340
H 5.064 2.150 0.456 0.242
H 1.972 2.098 -1.663 0.467
H -6.375 -1.061 -0.195 0.449
H -0.582 1.046 5.061 0.366
H 0.793 2.737 2.175 0.290
H 2.246 2.004 5.349 0.387
H -0.008 1.271 2.525 0.531
H -0.069 -0.698 3.906 -0.041
H 0.649 0.739 6.352 0.300
H 2.678 2.296 -6.405 0.359
H -2.608 0.478 -0.162 0.472
H -4.276 1.431 -1.518 0.399
H -4.479 -1.076 -2.467 0.527

---

25
Properties=species:S:1:pos:R:3:nbo_charge:R:1 method="wB97M-V/def2-TZVPD" energy_ev=-29980.9444 largest_force_ev_per_a=5.61 e_above_lowest_kcal_mol=0.0 charge=0 homo_lumo_gap_ev=9.74 smiles="CCOP(=O)(OCC)[C@H](C)I"
I -1.384 3.020 -0.984 0.118
P -0.627 -0.271 -0.501 2.352
O -1.370 -0.868 -1.592 -1.082
O 0.847 0.263 -0.780 -0.827
O -0.449 -1.313 0.724 -0.802
C 1.207 0.428 -2.157 -0.051
C -3.223 0.974 0.596 -0.640
C -1.706 1.408 0.359 -0.645
C -0.107 -1.053 2.041 -0.062
C 1.233 -0.364 2.071 -0.652
C 1.780 -0.831 -2.762 -0.652
H 1.528 -1.654 -2.054 0.231
H 1.285 0.611 1.522 0.226
H 2.035 -0.900 1.467 0.220
H -1.398 1.728 1.362 0.213
H 0.012 -2.052 2.417 0.189
H -3.904 1.828 0.886 0.217
H 1.127 -0.908 -3.666 0.232
H -0.736 -0.622 2.683 0.174
H -3.316 0.188 1.227 0.212
H 0.377 0.783 -2.553 0.183
H 2.850 -0.723 -2.932 0.219
H 1.863 1.275 -2.136 0.187
H -3.588 0.685 -0.420 0.225
H 1.624 -0.250 3.137 0.216

---

28
Properties=species:S:1:pos:R:3:nbo_charge:R:1 method="wB97M-V/def2-TZVPD" energy_ev=-158831.9696 largest_force_ev_per_a=9.90 charge=0 homo_lumo_gap_ev=8.61 smiles="CCCOC1=C([C@@H](Br)[C@H](C)Br)C(=O)OC1=O"
Br -4.188 0.493 -1.655 0.019
Br -0.796 -2.077 0.680 0.045
O -0.112 2.554 1.899 -0.518
O 1.080 4.040 0.180 -0.497
O 0.965 0.877 -1.357 -0.510
O -2.536 2.110 2.165 -0.507
C -1.645 -0.527 -0.264 -0.308
C -3.703 -2.184 -0.372 -0.662
C -1.389 1.873 1.525 0.763
C -3.298 -0.573 -0.186 -0.267
C 0.500 2.891 0.604 0.734
C 2.713 -0.093 0.346 -0.472
C 2.416 0.740 -1.035 -0.088
C 0.242 1.511 -0.243 0.274
C 3.930 -1.207 0.081 -0.630
C -0.980 0.859 0.305 -0.141
H 2.902 0.218 -1.988 0.217
H -3.683 -0.277 0.882 0.256
H 2.931 1.801 -0.924 0.205
H -1.385 -0.569 -1.428 0.276
H -4.822 -2.313 -0.753 0.237
H -3.035 -2.719 -1.193 0.227
H -3.665 -2.771 0.665 0.238
H 4.375 -1.149 -1.000 0.210
H 1.809 -0.715 0.756 0.238
H 3.465 -2.276 0.227 0.218
H 3.088 0.586 1.250 0.222
H 4.821 -1.101 0.832 0.221

---

99
Properties=species:S:1:pos:R:3:mulliken_charge:R:1 method="wB97M-V/def2-TZVPD" energy_ev=-409128.7262 largest_force_ev_per_a=1.08 charge=0 homo_lumo_gap_ev=8.31 smiles="C[C@H](Br)[C@@H](Br)c1cc(CCC(=O)O)cc2c1C(=O)c1c(ccc(-c3ccccn3)c1Br)C2=O.ClCCCl.ClCCCl.ClCCCl.ClCCCl.ClCCCl.ClCCCl"
Br -0.992 -1.248 -2.962 -0.087
Br -3.674 -2.452 -4.436 -0.109
Br -2.443 1.496 0.278 -0.140
Cl -5.943 -0.187 6.624 -0.192
Cl -0.338 7.183 0.475 -0.070
Cl -0.499 -0.432 2.316 0.042
Cl -3.090 0.671 4.965 -0.113
Cl -2.273 -5.965 -5.182 -0.179
Cl 1.525 -4.771 5.752 -0.207
Cl 2.276 -1.404 4.039 -0.209
Cl -1.438 10.111 -0.885 -0.181
Cl 2.925 -7.590 5.702 -0.115
Cl -1.582 -5.407 -1.889 -0.178
Cl 2.483 -4.181 8.986 -0.206
Cl 5.703 -8.547 7.396 -0.182
O 2.407 -0.788 -6.296 -0.414
O 4.462 -0.389 -7.088 -0.501
O -0.043 5.575 -3.958 -0.583
O -3.112 2.281 -2.574 -0.599
N -1.612 3.246 2.792 -0.464
C 3.136 -4.247 6.332 -0.568
C 0.065 8.841 1.011 -0.549
C -0.175 4.471 -3.484 -0.433
C 0.772 2.442 4.086 -0.524
C 0.460 1.842 -6.143 0.630
C -2.126 -0.080 -4.103 -0.886
C -1.560 2.894 4.068 -0.802
C 0.431 -1.933 2.086 -0.767
C -0.249 3.228 -4.313 1.187
C 0.535 3.038 -5.433 -0.896
C 0.993 -2.459 3.381 -0.380
C -0.771 -5.291 -4.499 -0.011
C 2.830 1.462 -6.890 -0.389
C 0.514 4.898 -1.099 -1.103
C -1.221 1.018 -4.587 0.191
C -1.934 2.526 -2.668 -0.678
C -1.126 2.226 -3.898 0.084
C -0.428 -5.890 -3.160 -0.484
C 4.421 -9.613 6.761 -0.483
C -0.451 3.194 2.128 0.238
C 1.355 1.621 -7.342 -1.262
C 3.197 0.007 -6.723 0.356
C 0.730 2.808 2.747 -0.680
C -2.755 -0.901 -5.235 0.135
C -0.435 2.473 4.769 -0.388
C -1.085 9.800 0.834 -0.452
C -0.424 3.548 0.680 1.200
C -1.143 3.213 -1.586 0.798
C -1.246 2.865 -0.245 -0.060
C 0.414 4.565 0.247 -1.339
C 3.848 -9.096 5.467 -0.509
C -3.835 -0.064 -5.935 -1.267
C -0.415 0.854 -5.711 -0.655
C -5.806 0.335 4.925 -0.446
C -4.527 -0.137 4.285 -0.344
C -0.257 4.210 -2.013 0.929
C 3.501 -4.833 7.673 -0.156
H -3.698 1.006 -5.770 0.295
H -0.421 -0.072 -6.272 0.168
H 1.642 2.788 2.161 0.427
H 2.970 1.909 -5.901 0.372
H 0.222 -2.560 4.140 0.315
H -4.542 0.095 3.220 0.129
H 1.218 -1.732 1.363 0.302
H -6.658 -0.087 4.394 0.329
H -3.893 -0.296 -6.997 0.303
H -0.892 -4.211 -4.431 -0.103
H 3.131 -3.161 6.367 0.387
H 1.028 5.088 0.961 0.766
H -5.886 1.419 4.901 0.316
H 1.285 2.459 -8.032 0.512
H 3.654 -9.705 7.526 0.318
H 1.689 2.122 4.560 0.455
H -2.492 2.950 4.604 0.846
H -0.836 10.759 1.286 0.331
H 1.181 5.677 -1.441 0.487
H -0.498 2.179 5.808 0.420
H 0.328 8.777 2.065 0.315
H -1.991 9.422 1.300 0.317
H 3.856 -4.566 5.580 0.342
H 3.522 1.979 -7.554 0.301
H 1.219 3.809 -5.772 0.585
H -0.412 -6.976 -3.203 0.357
H -0.249 -2.668 1.659 0.336
H 0.025 -5.506 -5.211 0.313
H 0.554 -5.540 -2.848 0.275
H 4.629 -8.902 4.736 0.311
H 0.940 9.166 0.454 0.311
H 1.064 0.679 -7.802 0.418
H 3.161 -9.832 5.050 0.303
H -2.918 0.258 -3.446 0.744
H -4.806 -0.310 -5.510 0.460
H 4.870 -10.591 6.601 0.347
H 1.444 -3.435 3.219 0.408
H 3.406 -5.913 7.682 0.091
H 5.042 -0.426 -6.319 0.349
H -2.003 -1.299 -5.905 0.505
H -4.397 -1.210 4.402 0.353
H 4.532 -4.576 7.909 0.335

---

9
Properties=species:S:1:pos:R:3:nbo_charge:R:1 method="wB97M-V/def2-TZVPD" energy_ev=-27220.6663 largest_force_ev_per_a=3.60 e_above_lowest_kcal_mol=87.6 charge=0 homo_lumo_gap_ev=7.99
S -0.341 -0.279 2.686 0.473
S -0.593 -1.965 1.259 -0.300
N 0.651 -0.341 -1.504 -0.590
N 0.096 1.662 -0.527 -0.034
N 0.212 0.708 -1.118 0.248
C -0.318 0.940 1.725 -0.539
H 0.702 -0.646 -2.417 0.387
H 0.181 -1.544 0.159 0.179
H -0.341 1.857 2.171 0.176

---

33
Properties=species:S:1:pos:R:3:mulliken_spin:R:1 method="wB97M-V/def2-TZVPD" energy_ev=-31645.1984 largest_force_ev_per_a=4.66 charge=+2 homo_lumo_gap_ev="2.90 / 4.55" multiplicity=2
Tl 2.175 0.343 -0.295 -0.063
O -0.114 -0.998 -1.263 -0.131
O 0.247 2.488 -1.537 -0.013
O -4.203 -2.938 -0.704 0.493
O -4.720 -1.138 1.672 0.534
O 2.949 2.716 -1.913 -0.006
O 1.422 -2.448 0.449 -0.197
O 1.599 -0.447 2.564 -0.033
O -0.570 0.759 0.829 0.144
C -1.181 -1.007 -0.636 0.100
C -2.783 -0.176 1.302 0.276
C 0.947 -2.785 1.707 -0.014
C 2.176 3.879 -2.021 -0.001
C -3.370 -2.062 -0.236 -0.121
C -3.652 -1.138 0.957 -0.032
C 0.754 3.460 -2.432 0.001
C 1.719 -1.880 2.785 0.001
C -2.278 -1.899 -1.017 0.083
C -1.499 -0.025 0.558 0.057
H 3.605 2.856 -2.600 0.000
H 2.724 4.549 -2.683 -0.001
H 1.195 -1.933 3.739 -0.001
H -2.178 -2.562 -1.863 -0.012
H 0.054 4.295 -2.439 -0.001
H 1.109 -3.069 -0.213 0.004
H 0.760 2.909 -3.373 -0.001
H -0.672 2.450 -1.810 0.000
H 2.028 4.359 -1.054 0.000
H 0.830 -0.200 3.083 0.002
H -3.008 0.368 2.208 -0.017
H 1.308 -3.812 1.762 -0.021
H -0.136 -2.742 1.595 -0.026
H 2.765 -2.173 2.879 -0.003

---

20
Properties=species:S:1:pos:R:3:nbo_charge:R:1 method="wB97M-V/def2-TZVPD" energy_ev=-9947.1141 largest_force_ev_per_a=4.12 e_above_lowest_kcal_mol=143.7 charge=-1 homo_lumo_gap_ev=5.34
O 2.156 -1.899 -0.852 -0.926
N -2.927 0.248 0.542 -0.882
C 0.907 0.838 1.281 -0.438
C 0.842 -0.463 0.542 -0.327
C -0.803 1.183 -0.529 -0.226
C -0.207 -0.266 -0.579 -0.435
C 2.200 -0.804 -0.138 0.028
C -2.205 1.245 -0.230 -0.290
H 0.610 -1.391 1.067 0.209
H -2.278 -0.021 1.283 0.317
H -0.966 -1.044 -0.553 0.220
H 0.527 0.832 2.288 0.211
H -0.133 1.422 0.675 0.179
H -2.504 0.429 -1.006 0.406
H 0.329 -0.347 -1.526 0.226
H -0.621 1.607 -1.483 0.220
H 2.477 0.124 -0.707 0.046
H 1.670 1.475 0.900 0.210
H 2.923 -0.893 0.713 0.069
H -2.612 2.239 -0.446 0.184

---

79
Properties=species:S:1:pos:R:3:mulliken_charge:R:1 method="wB97M-V/def2-TZVPD" energy_ev=-61884.7792 largest_force_ev_per_a=1.24 e_above_lowest_kcal_mol=0.0 charge=+1 homo_lumo_gap_ev=7.52
O -2.451 -4.623 -6.513 -0.408
O -3.685 5.498 1.006 -0.322
O 3.171 0.446 5.774 -0.345
O 0.568 0.242 -4.063 -0.502
O 1.078 0.442 2.012 -0.468
O -0.698 -2.342 -2.047 -0.902
O 2.565 0.974 7.882 -0.522
O -1.615 -5.042 -8.570 -0.499
O 3.103 2.588 6.397 -0.405
O -4.563 3.532 0.351 -0.565
O -0.245 -4.521 -6.855 -0.351
O 2.416 -1.211 2.582 -0.491
O 2.034 -0.717 -2.653 -0.280
O -2.400 -0.740 -1.629 -0.050
O 2.793 0.463 -4.385 -0.359
O -2.858 3.598 1.826 -0.356
N -0.805 -1.595 1.071 -0.481
N -1.617 -2.223 0.236 0.906
C -2.804 5.854 2.084 -0.616
C -2.452 -3.674 1.868 -0.813
C 5.210 0.074 -4.275 -1.357
C -3.781 4.153 0.998 0.602
C 0.053 -1.257 3.324 -0.628
C 2.912 1.305 6.799 0.608
C -3.748 1.273 -1.149 -1.390
C -2.416 -3.227 0.544 -0.114
C -2.922 0.151 -0.585 0.040
C -1.832 -4.593 -5.217 0.576
C -1.455 -4.759 -7.433 0.549
C 1.692 0.028 -3.746 0.567
C 1.186 -0.590 2.580 0.508
C 3.450 -0.965 -2.741 -0.621
C -1.652 -3.043 2.783 -0.512
C -1.913 4.640 2.163 0.565
C 3.809 2.542 5.141 0.567
C -1.259 4.394 3.506 -1.305
C 3.921 0.250 -3.504 0.504
C 3.523 3.765 4.295 -1.282
C -2.667 -3.823 -4.217 -1.051
C -0.831 -1.992 2.327 0.467
C 3.300 1.237 4.585 -0.277
C -0.499 -3.974 -5.557 -0.466
B -1.591 -1.714 -1.243 0.480
H 4.365 3.979 3.638 0.370
H -2.075 0.576 -0.047 0.317
H -1.839 4.827 4.322 0.356
H -0.267 4.843 3.533 0.349
H 2.311 1.315 4.129 -0.012
H 3.598 -1.895 -3.293 0.335
H 3.345 4.636 4.925 0.372
H 2.642 3.622 3.667 0.204
H -3.408 5.995 2.982 0.346
H 4.877 2.486 5.367 0.315
H -3.032 -3.698 -0.209 0.564
H -0.577 -0.463 3.726 0.322
H 3.986 0.770 3.883 0.376
H 0.403 -1.945 4.085 0.479
H -3.093 -4.495 2.151 0.447
H 3.989 1.123 -2.850 0.295
H -3.549 -0.427 0.096 0.195
H -1.654 -3.327 3.824 0.506
H 2.494 -1.781 1.806 0.348
H -2.487 -4.199 -3.209 0.159
H 3.892 -1.057 -1.752 0.298
H 5.381 -0.969 -4.544 0.338
H -1.714 -5.630 -4.891 0.270
H -2.270 6.773 1.859 0.318
H 6.058 0.403 -3.676 0.360
H -0.552 -2.885 -5.649 0.324
H -2.420 -2.761 -4.223 0.191
H 0.067 -1.776 -2.231 0.310
H -4.512 0.864 -1.810 0.395
H -3.163 2.046 -1.636 0.268
H 5.189 0.654 -5.196 0.354
H -1.163 3.327 3.699 0.288
H -1.156 4.656 1.374 0.286
H -3.729 -3.916 -4.441 0.427
H 0.294 -4.241 -4.862 0.271
H -4.260 1.749 -0.298 0.454